1.
A structure of composition C30H53N2OPS2V, computed with ωB97M-V/def2-TZVPD.

Geometry as XYZ:
```
90
Properties=species:S:1:pos:R:3:mulliken_spin:R:1
V -0.319 0.428 0.415 2.50
C -3.623 -1.730 3.071 0.00
C -2.541 -0.815 2.533 0.03
S -2.262 -0.924 0.794 -0.03
C -1.851 0.029 3.319 0.00
C -2.096 0.137 4.803 0.00
S -0.600 1.107 2.711 -0.03
H -3.977 -2.388 2.279 0.00
H -4.485 -1.168 3.446 0.00
H -3.260 -2.359 3.889 0.00
H -2.931 -0.480 5.138 0.00
H -2.307 1.175 5.075 0.00
H -1.204 -0.159 5.363 0.00
C 3.191 -0.721 1.903 -0.03
C 2.115 -1.470 1.100 0.04
C 2.800 -2.569 0.275 -0.03
C 1.167 -2.147 2.098 0.00
C 1.362 -0.501 0.185 -0.61
H 3.746 -1.391 2.573 0.00
H 2.715 0.056 2.505 0.00
H 3.912 -0.246 1.228 0.00
H 3.341 -3.281 0.910 0.00
H 3.512 -2.134 -0.434 0.00
H 2.053 -3.129 -0.297 0.00
H 1.718 -2.835 2.751 0.00
H 0.389 -2.705 1.571 0.00
H 0.664 -1.401 2.716 -0.01
H 1.814 -0.539 -0.834 0.15
N 1.853 2.343 -0.070 0.04
C 2.403 3.523 -0.387 0.01
C 1.368 4.426 -0.544 0.00
C 0.206 3.679 -0.292 0.02
N 0.520 2.422 -0.015 0.00
H 2.147 1.347 0.137 -0.01
H 3.470 3.641 -0.473 0.00
H 1.444 5.471 -0.790 0.00
H -0.827 3.987 -0.285 0.00
O -0.723 0.389 -1.710 -0.08
P -0.467 -0.363 -2.979 -0.03
C -1.979 -0.296 -3.999 0.00
C -2.222 1.119 -4.539 0.00
C -3.422 1.139 -5.496 0.00
C -4.532 0.173 -5.052 0.00
C -4.483 -0.021 -3.542 0.00
C -3.191 -0.740 -3.136 -0.01
C 0.936 0.408 -3.877 0.01
C 1.025 0.159 -5.404 0.00
C 1.690 1.335 -6.128 0.00
C 2.884 1.837 -5.322 0.00
C 2.426 2.425 -3.973 0.00
C 1.049 1.904 -3.551 -0.01
C 0.033 -2.099 -2.765 0.00
C -0.772 -2.835 -1.682 0.00
C -0.497 -4.330 -1.785 0.00
C -1.062 -4.910 -3.093 0.00
C -1.091 -3.859 -4.212 0.00
C 0.088 -2.897 -4.093 0.00
H -1.855 -0.977 -4.850 0.00
H -1.344 1.503 -5.061 0.00
H -2.391 1.784 -3.689 0.00
H -3.087 0.880 -6.505 0.00
H -3.814 2.157 -5.552 0.00
H -4.396 -0.802 -5.534 0.00
H -5.508 0.543 -5.375 0.00
H -5.340 -0.598 -3.190 0.00
H -4.543 0.951 -3.045 0.00
H -3.336 -1.816 -3.249 0.00
H -2.994 -0.554 -2.077 0.00
H 1.800 -0.070 -3.397 0.01
H 0.041 -0.030 -5.840 0.00
H 1.619 -0.739 -5.586 0.00
H 0.973 2.151 -6.265 0.00
H 1.996 1.021 -7.129 0.00
H 3.453 2.576 -5.890 0.00
H 3.560 0.993 -5.153 0.00
H 2.393 3.516 -4.023 0.00
H 3.152 2.176 -3.195 0.00
H 0.262 2.460 -4.065 0.00
H 0.889 2.066 -2.488 0.01
H 1.049 -1.996 -2.367 0.00
H -1.845 -2.656 -1.772 0.00
H -0.486 -2.432 -0.710 0.02
H -0.919 -4.849 -0.923 0.00
H 0.585 -4.492 -1.741 0.00
H -2.075 -5.285 -2.926 0.00
H -0.462 -5.768 -3.410 0.00
H -2.022 -3.288 -4.158 0.00
H -1.086 -4.345 -5.191 0.00
H 0.120 -2.240 -4.964 0.00
H 1.018 -3.473 -4.121 0.00
```

The value obtained for the calculated total energy is -93647.9726 eV. As for the spin multiplicity: 3. The LUMO energy (alpha / beta) is 2.35 / 2.35 eV. Its charge is -1. As for the highest occupied orbital energy (alpha / beta): -2.754 / -2.946 eV. The calculation puts the orbital gap (alpha / beta) at 5.1081 / 5.2994 eV.

=====

2.
A structure of composition CHIOS2, computed with ωB97M-V/def2-TZVPD.

Geometry as XYZ:
```
6
Properties=species:S:1:pos:R:3:mulliken_charge:R:1
C 0.759 -0.680 0.043 -0.29
O -1.280 1.198 0.742 -0.39
S -0.629 -1.211 -0.918 -0.02
S -0.229 0.736 -0.455 0.36
I 2.703 -0.709 -0.838 0.01
H -1.324 0.666 1.427 0.32
```

The calculation puts the energy above the lowest of the compared OMol25 structures with the same formula, charge and spin at 343.8 kJ/mol. The value obtained for the calculated total energy is -32868.0853 eV. As for the spin multiplicity: 1. The LUMO energy is -0.44 eV. As for the highest occupied orbital energy: -7.952 eV. The calculation puts the orbital gap at 7.5118 eV.

=====

3.
A cluster of 3 separate species, H6O3 in total, computed with ωB97M-V/def2-TZVPD.

Geometry as XYZ:
```
9
Properties=species:S:1:pos:R:3:mulliken_charge:R:1
O 2.822 1.397 1.295 -0.64
H 2.183 0.722 1.021 0.32
H 3.530 1.289 0.646 0.32
O -0.963 0.815 -0.793 -0.63
H -0.766 1.519 -1.426 0.31
H -1.813 1.072 -0.408 0.32
O -1.712 -2.334 -0.470 -0.65
H -2.513 -2.327 0.056 0.31
H -1.254 -1.488 -0.535 0.34
```

The calculation puts the energy above the lowest of the compared OMol25 structures with the same formula, charge and spin at 54.6 kJ/mol. The value obtained for the calculated total energy is -6239.6877 eV. As for the spin multiplicity: 1. Its structure (SMILES) is O.O.O. The LUMO energy is 0.49 eV. As for the highest occupied orbital energy: -11.233 eV. The calculation puts the orbital gap at 11.7270 eV.

=====

4.
A structure of composition C23H32KNO7Se, computed with ωB97M-V/def2-TZVPD.

Geometry as XYZ:
```
65
Properties=species:S:1:pos:R:3:mulliken_charge:R:1
K 0.144 -0.252 0.263 0.80
C -3.072 3.133 -0.305 -1.23
C -2.365 3.972 0.764 0.69
C -1.471 5.013 0.100 -1.75
C -1.636 3.080 1.752 0.27
C -2.365 2.367 2.702 -0.53
C -1.740 1.523 3.605 -0.73
C -0.355 1.359 3.612 1.37
C 0.301 0.427 4.584 -1.61
C 0.372 2.079 2.670 -0.84
C -0.258 2.912 1.751 0.14
H -3.617 3.781 -1.000 0.45
H -3.781 2.436 0.144 0.36
H -2.352 2.531 -0.863 0.06
H -3.136 4.505 1.336 0.36
H -0.753 4.537 -0.572 0.25
H -0.909 5.598 0.833 0.39
H -2.071 5.699 -0.504 0.46
H -3.447 2.466 2.725 0.32
H -2.338 0.960 4.314 0.32
H 0.239 -0.600 4.225 0.22
H -0.197 0.483 5.558 0.46
H 1.354 0.670 4.719 0.34
H 1.449 1.965 2.618 0.07
H 0.352 3.422 1.015 0.14
N 2.352 -1.407 -0.968 -0.13
C 2.791 -1.327 -2.342 -0.84
C 2.661 0.100 -2.868 -0.61
C 1.233 0.646 -2.692 0.59
O 0.330 -0.120 -3.165 -0.50
O 1.048 1.718 -2.094 -0.76
H 2.981 -1.005 -0.282 0.10
H 2.138 -2.337 -0.608 0.17
H 2.144 -1.974 -2.938 0.28
H 3.830 -1.670 -2.500 0.35
H 2.915 0.124 -3.934 0.33
H 3.355 0.765 -2.348 0.28
C -3.555 -4.810 -4.873 -1.51
C -3.040 -3.538 -4.252 0.75
C -2.762 -2.424 -5.028 -0.82
C -2.279 -1.249 -4.461 1.12
C -1.953 -0.096 -5.373 -1.76
C -2.069 -1.175 -3.077 0.84
C -1.654 0.154 -2.506 -0.15
O -1.673 0.367 -1.301 -0.59
C -2.308 -2.308 -2.274 0.84
C -2.050 -2.384 -0.789 -0.85
C -2.801 -3.458 -2.889 -1.15
H -3.856 -4.646 -5.910 0.34
H -4.420 -5.197 -4.331 0.35
H -2.794 -5.595 -4.869 0.28
H -2.917 -2.462 -6.103 0.21
H -2.075 -0.398 -6.415 0.38
H -0.925 0.231 -5.211 0.26
H -2.598 0.770 -5.203 0.31
H -1.753 1.003 -3.194 0.22
H -2.461 -1.518 -0.278 0.15
H -0.986 -2.443 -0.546 0.01
H -2.491 -3.293 -0.378 0.37
H -2.990 -4.327 -2.265 0.34
O 1.407 -2.951 3.790 -0.75
Se 1.208 -2.310 2.305 1.15
O -0.342 -1.723 2.147 -0.78
O 2.204 -1.005 2.036 -0.74
O 1.446 -3.397 1.092 -0.88
```

The calculation puts the energy above the lowest of the compared OMol25 structures with the same formula, charge and spin at 0.0 kJ/mol. The value obtained for the calculated total energy is -121866.0439 eV. As for the spin multiplicity: 1. The LUMO energy is 4.24 eV. Its charge is -2. As for the highest occupied orbital energy: -2.314 eV. The calculation puts the orbital gap at 6.5527 eV.

=====

no.,strongest force on any atom (eV/Å)
1,0.156
2,7.723
3,0.984
4,0.866